# 1
Formula: C20H11Cl5FNO4Pb
Source: the Open Molecules 2025 dataset
Level of theory: ωB97M-V/def2-TZVPD

Atoms and positions in Å:
Pb 6.586566 14.135074 4.627640
Cl 6.834852 6.567139 4.823643
C 6.448392 8.221245 4.831564
C 7.425450 9.215661 4.927389
Cl 9.074172 8.815303 5.300898
C 7.102919 10.590334 4.689286
Cl 8.447405 11.658641 4.646932
C 5.761725 10.995896 4.685544
O 5.323810 12.235948 4.469430
C 4.800746 9.987608 5.002857
Cl 3.223321 10.525806 5.435309
C 5.076652 8.642765 4.896593
Cl 3.850334 7.446537 4.999144
C 6.636644 18.608274 10.303498
C 6.033105 17.301395 10.837892
C 6.918423 16.886095 12.048962
C 6.594791 15.484375 12.671649
C 6.174457 14.499736 11.604587
C 6.263658 13.114462 11.869423
C 6.089449 12.213477 10.851561
F 6.125588 10.886746 11.176061
C 5.964137 12.591245 9.473515
C 5.881571 13.953358 9.172398
C 5.910710 14.445486 7.764893
O 6.373144 13.597199 6.896630
C 5.586090 15.832634 7.470984
C 5.608933 16.643170 8.594768
N 5.958374 16.296598 9.845442
C 5.975983 14.911039 10.204583
C 5.037392 16.368449 6.134369
O 4.833243 17.558478 6.041275
O 4.794065 15.420199 5.242402
H 6.919227 19.240963 11.189202
H 5.797018 19.118820 9.723291
H 7.493225 18.339522 9.699795
H 5.025016 17.533284 11.200078
H 6.671641 17.559723 12.898310
H 7.959778 16.939865 11.757193
H 5.780593 15.562520 13.429381
H 7.434529 15.052002 13.185689
H 6.468624 12.808660 12.942909
H 5.812593 11.840404 8.711297
H 5.328978 17.699909 8.497582

Forces on atoms 1 to 3 (eV/Å):
-1.210 -0.505 0.401
0.240 -0.408 0.049
-0.653 1.383 0.460

Results
E_HOMO (eV): -8.1
Charge: 0
Energy (eV): -101176.796
Orbital gap (eV): 7.221
Relative energy (zero: lowest compared OMol25 entry of this formula, charge and spin) (kcal per mole): 21.29
LUMO energy (eV): -0.83

# 2
Formula: C20H12CdF6N7O4S2
Source: the Open Molecules 2025 dataset
Level of theory: ωB97M-V/def2-TZVPD

Atoms and positions in Å:
Cd -1.445763 0.102035 0.979575
C -1.246995 -4.414430 1.278376
C -1.744042 -3.113644 1.313380
N -1.161848 -2.156737 0.599970
C -0.086097 -2.467879 -0.137085
C 0.396583 -3.766983 -0.140135
N -0.183718 -4.735802 0.559809
C 0.548885 -1.358801 -0.909537
C 1.488532 -1.540220 -1.910878
C 2.001735 -0.422528 -2.566476
C 1.540011 0.844103 -2.207130
C 0.594602 0.948971 -1.202121
N 0.143187 -0.136577 -0.581932
C -0.013120 2.239144 -0.742616
C 0.423241 3.479525 -1.187039
N -0.128358 4.616722 -0.779467
C -1.124309 4.533488 0.088591
C -1.576984 3.306390 0.559514
N -1.023510 2.174580 0.137852
C 3.010257 -0.576149 -3.638371
C 4.094160 0.288918 -3.723330
C 5.016071 0.097214 -4.741776
N 4.912343 -0.863654 -5.653816
C 3.869399 -1.683694 -5.569507
C 2.898967 -1.588804 -4.583682
H -1.720396 -5.202567 1.849296
H -2.603971 -2.841975 1.914139
H 1.279273 -4.039805 -0.703972
H 1.831070 -2.527524 -2.185016
H 1.903786 1.711647 -2.737786
H 1.243003 3.566805 -1.887478
H -1.577517 5.457281 0.423789
H -2.383232 3.234683 1.278013
H 4.242301 1.077756 -2.997037
H 5.879911 0.745902 -4.826025
H 3.803181 -2.453613 -6.329036
H 2.061245 -2.274210 -4.575781
F 0.570746 2.221129 4.205355
C -0.583970 1.694708 4.583474
F -1.571385 2.441640 4.089104
F -0.659097 1.671699 5.895468
S -0.711236 -0.061455 3.926945
O 0.291009 -0.146420 2.877790
O -0.678410 -0.926279 5.048629
N -2.082446 -0.117222 3.073438
S -3.577398 -0.359015 3.650028
O -4.106975 -1.538440 3.040018
O -3.684208 -0.089569 5.038949
C -4.440326 0.994934 2.726943
F -4.093489 0.913254 1.407876
F -4.094308 2.201416 3.145992
F -5.740403 0.840069 2.824727

Forces on atoms 1 to 3 (eV/Å):
0.024 -0.204 0.359
-0.021 -0.009 0.008
0.040 -0.030 -0.059

Results
E_HOMO (eV): -12.6
Charge: +1
Energy (eV): -82089.233
Orbital gap (eV): 8.025
LUMO energy (eV): -4.59

# 3
Formula: C20H12ClFN2
Source: the Open Molecules 2025 dataset
Level of theory: ωB97M-V/def2-TZVPD

Atoms and positions in Å:
F 0.888796 -3.113132 3.842267
Cl -1.782383 -5.163895 -0.083219
N 1.008370 -1.398428 -0.279262
N -0.005611 -1.934740 0.430234
C 0.933527 -0.171232 -0.886982
C 0.321440 -3.145634 0.971228
C -2.182710 -5.178453 3.715400
C 4.031871 0.499689 -3.026911
C -2.122835 1.901835 -0.316135
C 3.418964 1.629274 -3.783793
C -1.918378 2.716102 -1.414613
C -1.186905 -4.326981 4.249496
C -2.295086 -5.520293 2.376389
C 3.299055 -0.185836 -2.092445
C -1.247197 0.912723 0.032636
C 2.219895 2.168989 -3.351888
C -0.664808 2.698994 -2.184226
C -0.149035 -3.918033 3.353545
C -1.456584 -4.897994 1.565718
C 1.941621 0.273839 -1.798316
C -0.139825 0.732142 -0.839681
C -0.436291 -4.014585 1.973188
C 1.484425 1.488605 -2.399401
C 0.232704 1.685760 -1.772949
H 1.278101 -3.466566 0.619468
H -2.922846 -5.685811 4.353171
H 5.070806 0.306521 -3.202069
H -3.071723 1.993542 0.206166
H 4.054063 2.248626 -4.307472
H -2.712208 3.359880 -1.702530
H -1.088104 -4.185212 5.317588
H -2.985515 -6.213508 2.155997
H 3.640329 -1.072791 -1.580936
H -1.394436 0.324101 0.905352
H 1.838763 3.200268 -3.772636
H -0.429156 3.422410 -3.008886

Forces on atoms 1 to 3 (eV/Å):
-1.637 -1.441 -1.074
0.311 0.139 -1.434
1.998 2.012 -2.641

Results
E_HOMO (eV): -8.2
Charge: 0
SMILES string: Fc1cccc(Cl)c1/C=N/N=C1c2ccccc2-c2ccccc21
Energy (eV): -39150.769
Orbital gap (eV): 7.002
Relative energy (zero: lowest compared OMol25 entry of this formula, charge and spin) (kcal per mole): 14.07
LUMO energy (eV): -1.20

# 4
Formula: C20H13Cl2N3O4Pm
Source: the Open Molecules 2025 dataset
Level of theory: ωB97M-V/def2-TZVPD

Atoms and positions in Å:
Pm -0.646558 0.064515 0.198859
O -0.232875 -0.118530 4.679591
C 1.108848 -0.016777 4.811922
C 1.680542 -0.053573 6.080860
C 3.050642 -0.018106 6.242025
C 3.886530 0.036415 5.134621
C 3.340717 0.076155 3.872100
C 1.953856 0.072664 3.675555
C 1.439794 0.165640 2.303282
O 0.198554 0.458307 2.076342
N 2.321612 -0.015469 1.312047
N 1.717045 -0.024121 0.106509
C 2.381317 -0.014562 -0.993981
C 1.603196 -0.030262 -2.232644
C 2.209886 -0.025181 -3.483388
C 1.421187 -0.032816 -4.619949
C 0.040257 -0.045385 -4.485870
C -0.496237 -0.043333 -3.212801
N 0.253352 -0.032410 -2.106438
H -0.631098 -0.203596 5.552125
H 1.034590 -0.118865 6.949519
H 3.471372 -0.038705 7.238423
H 4.959533 0.049522 5.266625
H 3.974118 0.125475 2.997868
H 3.466443 0.015560 -1.020112
H 3.289178 -0.012672 -3.551723
H 1.874639 -0.029777 -5.601803
H -0.607871 -0.052619 -5.349946
H -1.570194 -0.051901 -3.064332
Cl -8.046387 -1.131838 -0.025211
C -6.322175 -1.145330 -0.037084
C -5.651627 -2.380779 -0.047658
C -4.283075 -2.426423 -0.036869
Cl -3.447343 -3.931580 -0.065334
C -3.490174 -1.247177 0.003014
O -2.197042 -1.329969 0.047724
C -4.196329 -0.000703 -0.024478
C -3.535560 1.259128 -0.038438
O -2.300185 1.472578 -0.018559
C -5.612230 0.016699 -0.041089
H -6.224589 -3.297902 -0.068924
H -4.193260 2.135082 -0.086381
H -6.129297 0.968121 -0.058902

Forces on atoms 1 to 3 (eV/Å):
0.492 0.094 -0.993
-0.107 0.094 -0.335
0.475 -0.067 -0.199

Results
⟨S²⟩: 6.004
E_HOMO (spin up / spin down) (eV): -10.9 / -10.9
Charge: +1
Multiplicity: 5
Energy (eV): -75207.216
Orbital gap (spin up / spin down) (eV): 6.876 / 6.886
Relative energy (zero: lowest compared OMol25 entry of this formula, charge and spin) (kcal per mole): 5.61
LUMO energy (spin up / spin down) (eV): -4.03 / -4.02

# 5
Formula: C20H13F5S
Source: the Open Molecules 2025 dataset
Level of theory: ωB97M-V/def2-TZVPD

Atoms and positions in Å:
F -2.830208 4.071110 -1.814980
C -2.627559 2.709503 -1.796273
C -3.730407 1.862443 -1.802078
C -3.483751 0.477144 -1.782591
C -2.194443 -0.025645 -1.756135
C -1.060795 0.851494 -1.751162
C 0.222248 0.254648 -1.713859
C 1.504296 0.853498 -1.755787
C 2.638281 -0.022908 -1.770276
C 3.927213 0.480789 -1.798165
C 4.173266 1.866274 -1.811212
C 3.069989 2.712719 -1.797947
F 3.272198 4.074469 -1.809512
C 1.764218 2.257392 -1.781032
C -1.321579 2.255074 -1.779721
H -4.736814 2.272919 -1.822321
H -4.330436 -0.208844 -1.791468
H -2.014813 -1.106183 -1.749110
H 0.222824 -0.837951 -1.678118
H 2.458738 -1.103258 -1.769885
H 4.774461 -0.204200 -1.814832
H 5.179574 2.276922 -1.833471
H 0.971005 2.992017 -1.779859
H -0.528708 2.990021 -1.781035
F -3.215082 -2.761098 2.381695
C -2.226097 -3.181938 3.224428
F -2.660721 -2.946210 4.504410
F -2.117841 -4.533826 3.079256
C -0.928228 -2.474084 2.957824
C 0.264613 -3.156784 3.195419
C 1.470749 -2.482459 2.956874
C 1.473108 -1.172681 2.512113
C 0.247899 -0.473857 2.282440
S 0.224749 1.098045 1.766260
C -0.975237 -1.165098 2.518399
H 0.239416 -4.184676 3.549818
H 2.406626 -3.010292 3.130147
H 2.403738 -0.638377 2.331778
H -1.926505 -0.666110 2.349980

Forces on atoms 1 to 3 (eV/Å):
0.111 -1.257 0.008
0.257 0.619 -0.040
0.382 -0.446 0.053

Results
E_HOMO (eV): -6.6
Charge: 0
Energy (eV): -45371.179
Orbital gap (eV): 3.526
Relative energy (zero: lowest compared OMol25 entry of this formula, charge and spin) (kcal per mole): 52.26
LUMO energy (eV): -3.10